17
Properties=species:S:1:pos:R:3:nbo_charge:R:1 method="wB97M-V/def2-TZVPD" gap_ev="9.28 / 7.49" largest_force_ev_per_a=4.7 de_lowest_kj_mol=444.5
C 1.672 0.127 -0.270 0.62
C -1.290 0.350 1.464 -0.92
C 0.400 -0.605 -0.321 -0.23
N 1.420 1.504 -0.385 -0.84
N 0.465 -1.913 -0.102 -0.70
O 2.724 -0.410 -0.127 -0.59
O -2.113 -0.960 -0.655 -0.95
O -1.357 1.364 -0.946 -0.92
S -1.179 0.117 -0.293 2.17
H -2.174 1.064 1.637 0.26
H -1.616 -0.613 1.817 0.25
H -0.479 0.922 1.932 0.26
H -0.074 -0.164 -2.628 -0.05
H 0.546 1.709 -0.759 0.40
H 2.183 2.134 -0.658 0.40
H -0.434 -2.355 0.167 0.42
H 1.307 -2.272 0.127 0.41